[1]
85
Properties=species:S:1:pos:R:3:forces:R:3 method="wB97M-V/def2-TZVPD" max_force_ev_per_a=3.3 lumo_energy_ha="-0.01744 / -0.01614" homo_lumo_gap_ev="6.40 / 6.42"
N -0.479878 0.090700 -4.511126 -0.529 0.099 0.399
S -2.047178 4.597600 1.025274 0.278 -0.482 0.009
Pt 0.330622 0.250100 1.028874 2.899 0.493 1.419
H 0.610122 4.599100 0.156274 -0.006 -0.039 -0.028
H -1.783878 1.810500 -2.919926 0.050 0.069 0.095
C 4.279122 -0.945500 4.625074 0.214 -0.004 0.061
C 1.058422 -1.777800 -4.866126 -0.130 0.049 0.029
Cl -2.837278 -1.305000 -5.564026 -0.075 -0.025 -0.024
N 0.459322 3.670800 0.512974 0.544 0.150 -0.059
C 3.308722 1.548800 1.242474 -0.027 0.424 -0.081
C -3.157878 0.987300 2.042274 0.130 0.109 -0.100
C 0.348222 1.208100 -4.589826 0.222 0.549 -0.214
C -0.771078 3.365400 0.946274 -0.589 0.488 0.160
C -3.145178 3.347200 1.558174 0.226 -0.170 -0.014
H -1.849578 -3.834500 -6.320326 -0.085 -0.021 -0.040
C 2.142322 2.403500 -5.663226 -0.016 -0.038 0.022
H 4.376022 -0.773300 0.510574 -0.040 0.046 0.051
H -3.161078 -3.145600 2.537874 -0.025 -0.067 -0.132
H -6.231178 2.358800 2.421774 -0.071 0.009 0.028
C -0.809178 2.148100 -2.561026 0.178 -0.331 0.224
C -2.571078 -2.465400 3.132874 -0.012 -0.047 -0.103
H -0.568578 0.022700 5.293174 0.077 0.033 0.012
H 0.433422 -4.797400 -6.238726 0.034 -0.141 -0.049
C 0.211622 2.243400 -3.655726 0.006 -0.047 -0.144
H 0.585922 -3.079900 0.212674 0.048 -0.017 -0.024
H -2.800978 -1.824900 0.478974 -0.064 0.032 -0.031
C 2.052622 3.401000 -4.708426 0.091 0.106 0.019
C 3.280522 -0.725300 0.454274 0.159 -0.223 -0.431
H 0.966222 -2.862900 1.932774 0.005 0.042 0.017
C 1.288722 -3.056900 -5.340126 -0.054 0.021 -0.064
H -0.166278 -4.134200 1.430674 -0.009 0.048 -0.012
H 1.051922 -1.722200 5.228074 0.016 0.010 0.060
N 2.733822 0.222100 1.425574 -1.292 -0.175 -0.331
H 0.909722 2.893800 0.009174 -0.019 0.290 0.048
C -0.327678 1.190200 -1.458426 -1.179 -0.124 -0.979
C -1.234878 -1.973100 -5.489026 0.117 0.072 0.015
H -5.049778 0.212100 2.636274 -0.021 -0.081 0.007
N 0.524922 -0.558000 2.884274 -0.822 0.999 -1.162
Cl 2.349722 -0.955800 -4.054826 0.164 -0.298 0.187
N -0.914678 -2.151500 1.311774 -0.172 -0.059 -0.206
O 0.804022 1.432400 -0.953926 0.517 -0.484 1.094
C -4.496878 3.448700 1.825674 0.008 0.023 0.043
C -1.022378 -3.262700 -5.931026 0.053 0.076 0.027
H 2.280022 -3.473000 -5.259526 0.105 -0.023 0.034
H 1.357922 0.535100 -6.348926 0.015 -0.067 -0.081
H 2.876022 2.465700 -6.451126 0.100 0.013 -0.097
C 2.895522 -0.272400 2.771374 -0.524 -0.282 0.809
H -0.940478 3.131100 -2.098026 -0.033 -0.065 -0.028
C 1.914922 -1.321200 4.719374 -0.199 -0.027 -0.107
C 0.178822 -3.109400 1.223374 0.145 -0.140 0.076
H 5.021922 -0.063100 2.837374 0.102 0.088 -0.114
C -4.504478 1.091800 2.326774 -0.050 -0.071 0.023
H 1.013922 4.101900 -2.979426 -0.077 0.057 0.053
C -1.935678 -2.465000 0.328974 -0.015 0.029 -0.160
C 3.162222 -1.430600 5.288374 0.157 0.096 -0.109
O -1.048778 0.262100 -1.076126 -0.424 0.005 -0.315
N -1.133178 2.180000 1.315674 0.823 -0.801 -0.097
C -0.634978 -1.057200 3.446474 -0.724 -0.573 -0.012
H 2.987022 -0.419800 -0.549326 0.016 0.036 -0.029
C 4.137722 -0.387900 3.364174 0.015 -0.081 0.062
C -5.172978 2.306300 2.213574 -0.082 0.034 0.026
H 5.255422 -1.018700 5.076074 0.131 -0.006 0.029
C 1.293222 1.316800 -5.606926 -0.200 0.129 -0.028
H -5.008178 4.391700 1.721274 -0.104 0.126 0.019
C -1.119078 -0.697000 4.704074 0.163 0.024 -0.328
H 3.270822 -1.895300 6.259174 -0.026 -0.031 0.024
C 1.737122 -0.701200 3.464974 0.798 0.111 -0.103
C -3.021178 -2.120500 4.399574 -0.061 0.056 0.094
H -3.938178 -2.549000 4.775074 -0.107 -0.022 0.008
C 0.253622 -3.798100 -5.880226 -0.011 0.033 0.046
H -1.528778 -2.246000 -0.656326 -0.038 -0.054 -0.070
C -2.307878 -1.224200 5.175574 -0.088 -0.128 0.038
H 2.855522 2.232000 1.960274 0.040 -0.006 -0.049
C -1.392078 -1.936500 2.633174 0.160 0.299 0.612
C -0.204978 -1.171300 -4.965126 0.116 -0.421 -0.129
C 1.084322 3.319700 -3.723326 -0.023 -0.061 -0.096
H 4.398522 1.551000 1.383774 -0.126 -0.094 -0.022
H 2.731622 4.239500 -4.732026 0.047 0.101 -0.018
C -2.459478 2.121600 1.653074 -0.970 0.416 0.104
H 3.086422 1.886800 0.231274 0.016 0.021 -0.024
H -2.678878 -0.934000 6.148074 -0.013 0.024 0.058
H -2.635978 0.047700 2.096074 0.010 -0.141 0.073
H -2.243678 -3.519500 0.368174 -0.060 0.019 0.017
H -1.443778 0.247800 -4.247326 0.213 -0.013 -0.008
H 2.880422 -1.718200 0.650274 -0.015 0.027 0.025

***

[2]
98
Properties=species:S:1:pos:R:3:forces:R:3 method="wB97M-V/def2-TZVPD" multiplicity=2 max_force_ev_per_a=3.0 lumo_energy_ha="-0.04975 / -0.16935" homo_lumo_gap_ev="5.81 / 2.55"
F 9.373970 17.455251 9.603529 0.342 -0.732 -0.042
C 11.456654 16.279102 9.736607 -0.028 -0.334 0.624
H 20.152359 16.763558 12.563290 -0.147 -0.275 -0.391
C 13.159242 18.011597 12.934258 -1.057 -0.162 -1.064
H 13.055263 7.174714 13.660324 0.243 0.159 -0.249
C 16.976573 12.758307 18.745136 -0.243 0.072 -0.539
C 13.376094 9.238818 13.214974 1.445 1.563 -0.934
N 14.685224 12.799527 17.219718 0.962 0.583 -0.215
C 18.120065 12.787890 14.366290 -0.124 0.131 -0.207
F 13.468309 16.252576 15.450842 -0.717 0.776 1.174
C 8.904769 15.296078 11.700346 0.425 -0.236 -1.180
H 13.276012 12.000170 9.873217 -0.729 -0.090 -0.374
C 18.852274 13.447269 15.353683 0.248 0.879 -0.428
H 16.001488 14.100533 20.071309 -0.368 -0.002 0.123
Sb 14.403732 10.704528 11.797586 0.357 -0.306 -0.224
H 10.562405 20.834283 12.480769 0.437 0.455 0.419
C 13.442352 19.226265 13.513386 -0.028 0.410 0.433
C 7.657535 15.351506 12.246002 -1.696 -0.701 -0.511
H 12.671707 21.208219 13.866190 0.048 -0.089 0.173
N 15.901591 11.712377 15.530498 0.042 0.084 -0.155
H 15.345127 8.584152 10.288768 0.730 0.468 0.519
H 14.366571 19.357363 14.083358 -0.529 -0.028 -0.095
C 11.778677 10.291420 10.102297 -0.604 0.909 -0.307
H 10.112727 18.641899 11.440020 0.979 0.833 0.626
H 9.053191 14.817111 10.731399 -0.098 -0.128 0.307
H 13.668814 10.460242 9.111745 0.499 -0.238 -0.432
C 19.551732 15.203768 13.772830 -2.478 -1.476 0.889
F 9.104229 16.889515 7.047013 0.129 -0.161 -0.192
H 14.726410 7.425416 13.250534 0.090 0.758 0.139
F 11.525193 15.760656 17.336915 0.522 0.147 -0.126
H 10.537379 16.944364 14.141272 0.659 0.540 0.260
N 16.984686 12.205027 17.546645 0.613 -0.597 0.242
C 8.437666 16.660017 14.051949 1.718 0.292 -0.299
C 19.449196 14.684778 15.112211 0.299 -0.077 -1.770
H 18.932177 13.046599 16.338997 -0.186 -0.338 0.427
H 17.888648 12.625867 19.341796 -0.372 0.180 -0.166
C 11.233319 15.740491 7.020605 -1.150 1.676 -0.278
F 11.256416 17.937088 15.851023 0.581 -0.410 0.120
S 10.932593 11.003681 17.505793 -0.461 -0.479 -1.817
F 13.230766 14.625067 6.987963 -0.247 1.004 1.177
C 15.889418 12.219672 16.784692 -0.191 0.140 0.030
C 12.495852 20.241165 13.414173 -0.261 0.446 -0.975
F 11.317176 15.749065 5.672278 -0.644 -0.493 1.239
P 11.595563 16.243859 11.559849 -1.349 0.475 -0.316
F 13.704772 18.748193 16.455162 -0.061 -0.368 0.179
C 10.664627 10.641599 15.775740 -0.096 0.031 0.780
H 6.796117 14.823058 11.794226 0.827 0.337 -0.041
H 17.747712 9.544269 9.713717 -0.690 0.440 -0.012
H 8.362733 17.191954 14.984239 -0.291 0.033 0.200
C 15.915021 9.402560 10.793284 -1.859 0.055 1.341
N 19.997951 16.469352 13.506369 1.187 1.175 0.555
H 17.356082 12.873185 12.334468 0.653 0.419 0.684
C 11.331373 12.591361 17.060896 -0.375 -0.542 -1.566
N 11.309708 12.871180 15.774757 -0.099 -0.162 0.735
C 9.757277 16.585805 13.516708 -1.778 -0.398 0.907
H 12.331483 9.452574 13.042585 -0.415 -0.104 0.160
Sb 12.665483 17.253578 16.992168 -0.705 0.307 -0.950
H 13.857309 14.139237 18.598119 0.416 -0.291 -0.087
H 6.331412 16.191866 13.783126 1.135 -0.243 -0.425
C 11.051777 18.888040 12.000798 0.005 -0.693 -0.374
C 12.351401 15.355198 7.731239 0.490 -0.806 -1.302
C 7.375261 16.087722 13.392766 -0.459 0.282 0.724
C 11.342952 20.094793 12.621119 -0.502 -0.566 -0.023
C 18.793267 14.497475 12.791181 -0.649 0.102 -0.108
C 15.900329 13.505811 19.177327 -1.203 0.615 -0.364
O 18.226422 10.436655 15.397306 0.180 -0.456 0.790
F 13.999538 16.594990 18.132189 0.089 -0.142 -0.111
H 11.526486 13.314104 17.787817 0.468 1.059 0.966
H 16.478731 9.119868 11.668184 -0.003 -0.804 0.209
H 18.650833 14.980382 11.796268 0.306 -0.522 0.751
C 14.744208 13.545767 18.339942 1.370 -1.091 0.325
F 11.880524 18.214024 18.421655 0.254 -0.222 -0.283
H 17.206431 11.100893 10.320347 -0.252 -0.186 0.181
H 16.374589 10.389632 8.905622 0.428 -0.183 0.990
H 11.145221 10.812911 10.892662 0.679 -0.743 -0.994
C 16.826656 10.153512 9.916700 1.192 0.491 -2.448
C 10.932785 11.768462 15.054643 -0.037 -0.981 0.984
H 10.283216 9.678560 15.391016 0.496 0.713 0.514
S 17.280908 11.263358 14.725935 -1.882 0.216 -1.438
C 10.148091 16.401527 7.693350 1.616 -0.572 -1.077
H 11.258278 10.283047 9.126547 -0.221 0.464 0.408
H 10.899949 11.783064 13.988846 -0.059 0.244 -0.559
H 20.643981 16.961077 14.132753 -0.572 -0.794 -0.196
H 13.539735 7.470039 12.000156 -0.127 0.048 -0.063
H 19.822470 15.283444 15.923191 0.351 -0.039 0.279
H 13.771483 17.151231 13.112079 0.445 -0.210 -0.020
H 13.715475 9.686185 14.160575 -0.258 -0.326 -0.139
C 10.310087 16.664880 9.028316 -0.100 0.483 0.627
C 9.981056 15.982428 12.284001 0.058 -0.232 -0.200
C 12.526616 15.698127 9.062186 -0.387 -0.810 -0.791
C 18.010475 13.348124 13.100187 0.894 0.729 -0.658
O 16.775847 10.738719 13.431518 0.674 0.753 1.691
Tl 13.798178 13.603326 14.926249 0.436 -0.253 -0.300
C 13.175120 10.913191 9.947808 -0.207 -0.533 1.548
H 11.835874 9.222863 10.308682 0.192 0.031 0.520
C 13.722021 7.797037 13.026137 -0.655 -1.537 0.135
Br 14.147599 15.260654 9.865667 0.055 -0.111 0.405
C 11.993207 17.861192 12.137601 1.387 0.266 1.313

***

Calculated energy, -91116.167 -196458.137 eV (same order as the records).